1) The following is a quantum chemistry calculation of C43H34IN3O2PRu as an isolated structure, from the OMol25 dataset.

Cartesian coordinates (Å):
Ru1 1.230 -0.727 -0.578
I1 0.978 -3.091 0.515
C1 -0.810 -4.089 0.084
C2 -0.782 -5.354 0.605
C3 -1.837 -6.251 0.384
C4 -2.883 -5.850 -0.386
C5 -2.929 -4.547 -0.937
C6 -4.050 -4.205 -1.728
C7 -4.160 -2.969 -2.275
C8 -3.151 -2.024 -2.029
C9 -2.037 -2.287 -1.265
P1 -1.045 -0.768 -0.934
C10 -1.305 0.212 -2.439
C11 -1.749 1.528 -2.404
C12 -1.825 2.269 -3.577
C13 -1.456 1.698 -4.783
C14 -1.005 0.383 -4.822
C15 -0.925 -0.355 -3.657
C16 -2.065 -0.030 0.377
C17 -3.333 0.495 0.117
C18 -4.127 0.947 1.156
C19 -3.679 0.850 2.468
C20 -2.435 0.303 2.735
C21 -1.628 -0.129 1.690
C22 -1.885 -3.598 -0.701
H1 0.070 -5.684 1.185
H2 -1.797 -7.243 0.809
H3 -3.705 -6.522 -0.596
H4 -4.814 -4.956 -1.886
H5 -5.010 -2.698 -2.885
H6 -3.277 -1.045 -2.470
H7 -2.016 1.996 -1.466
H8 -2.170 3.294 -3.540
H9 -1.516 2.275 -5.696
H10 -0.708 -0.062 -5.762
H11 -0.565 -1.377 -3.691
H12 -3.711 0.551 -0.894
H13 -5.102 1.363 0.943
H14 -4.308 1.192 3.280
H15 -2.085 0.211 3.752
H16 -0.652 -0.545 1.892
O1 1.489 0.545 -2.227
N1 1.191 1.777 -2.071
N2 0.832 2.089 -0.905
O2 0.802 1.220 0.100
C23 0.388 3.426 -0.622
C24 0.677 4.451 -1.511
C25 0.208 5.722 -1.226
C26 -0.533 5.958 -0.075
C27 -0.808 4.918 0.798
C28 -0.347 3.636 0.533
H17 1.253 4.254 -2.403
H18 0.429 6.533 -1.906
H19 -0.893 6.955 0.140
H20 -1.386 5.099 1.694
H21 -0.557 2.812 1.200
C29 2.883 -1.637 -1.592
C30 3.912 -0.844 -0.887
C31 4.657 -1.460 0.133
C32 5.598 -0.769 0.860
C33 5.827 0.581 0.585
C34 5.139 1.202 -0.451
C35 4.198 0.494 -1.182
C36 6.785 1.323 1.360
N3 7.538 1.915 1.990
H22 2.995 -2.706 -1.439
H23 2.703 -1.405 -2.638
H24 4.483 -2.509 0.348
H25 6.160 -1.258 1.643
H26 5.345 2.238 -0.683
H27 3.688 0.978 -2.000
C37 2.211 -0.305 1.682
C38 1.477 -0.084 2.900
C39 1.118 -1.143 3.746
C40 0.482 -0.889 4.948
C41 0.208 0.421 5.324
C42 0.549 1.480 4.493
C43 1.170 1.229 3.282
H28 2.711 -1.250 1.563
H29 2.592 0.552 1.149
H30 1.361 -2.158 3.463
H31 0.216 -1.707 5.603
H32 -0.273 0.617 6.274
H33 0.337 2.497 4.794
H34 1.447 2.043 2.625

The lowest unoccupied orbital energy (spin up / spin down) is -4.09 / -4.09 eV. The charge is +1. For the HOMO energy (spin up / spin down), the calculation gives -0.37640 / -0.37627 hartree.

---

2) The following is a quantum chemistry calculation of C43H34IN3O2PRu as an isolated structure, from the OMol25 dataset.

Cartesian coordinates (Å):
Ru1 0.306 0.028 -1.204
I1 0.911 -2.808 -1.699
C1 1.794 -3.817 -0.115
C2 2.521 -4.892 -0.550
C3 3.132 -5.776 0.358
C4 2.966 -5.560 1.686
C5 2.225 -4.450 2.164
C6 2.083 -4.315 3.563
C7 1.381 -3.282 4.094
C8 0.827 -2.327 3.229
C9 0.941 -2.386 1.858
P1 0.131 -0.894 1.106
C10 0.849 0.388 2.203
C11 0.145 0.983 3.244
C12 0.754 1.940 4.048
C13 2.074 2.294 3.826
C14 2.788 1.692 2.795
C15 2.175 0.751 1.983
C16 -1.603 -1.086 1.578
C17 -2.115 -2.334 1.923
C18 -3.471 -2.477 2.188
C19 -4.318 -1.384 2.099
C20 -3.813 -0.141 1.736
C21 -2.464 0.003 1.464
C22 1.631 -3.502 1.270
H1 2.617 -5.082 -1.611
H2 3.705 -6.616 -0.010
H3 3.394 -6.237 2.415
H4 2.543 -5.061 4.199
H5 1.256 -3.177 5.163
H6 0.295 -1.502 3.682
H7 -0.888 0.709 3.427
H8 0.194 2.402 4.850
H9 2.552 3.032 4.458
H10 3.824 1.959 2.629
H11 2.741 0.284 1.185
H12 -1.467 -3.198 1.986
H13 -3.861 -3.448 2.462
H14 -5.375 -1.501 2.302
H15 -4.468 0.717 1.652
H16 -2.088 0.965 1.152
O1 -1.414 -0.884 -1.229
N1 -2.367 -0.502 -2.030
N2 -1.940 0.251 -2.924
O2 -0.677 0.612 -2.954
C23 -2.822 0.743 -3.966
C24 -4.134 0.300 -4.011
C25 -4.955 0.793 -5.011
C26 -4.468 1.706 -5.939
C27 -3.147 2.122 -5.877
C28 -2.306 1.636 -4.884
H17 -4.504 -0.407 -3.283
H18 -5.981 0.456 -5.067
H19 -5.119 2.088 -6.713
H20 -2.761 2.825 -6.602
H21 -1.271 1.937 -4.830
C29 1.741 0.230 -2.658
C30 2.875 0.430 -1.725
C31 3.701 -0.631 -1.311
C32 4.766 -0.413 -0.461
C33 5.035 0.879 -0.010
C34 4.255 1.949 -0.429
C35 3.185 1.720 -1.274
C36 6.137 1.108 0.896
N3 6.997 1.299 1.632
H22 1.769 -0.648 -3.289
H23 1.435 1.103 -3.225
H24 3.521 -1.627 -1.685
H25 5.400 -1.233 -0.153
H26 4.489 2.951 -0.096
H27 2.598 2.561 -1.611
C37 0.105 2.060 -0.791
C38 -1.190 2.745 -0.490
C39 -1.466 3.174 0.808
C40 -2.650 3.832 1.110
C41 -3.580 4.085 0.111
C42 -3.302 3.696 -1.193
C43 -2.113 3.046 -1.488
H28 0.806 2.218 0.030
H29 0.498 2.452 -1.730
H30 -0.734 2.999 1.590
H31 -2.842 4.155 2.126
H32 -4.502 4.603 0.342
H33 -4.005 3.913 -1.987
H34 -1.891 2.772 -2.509

The lowest unoccupied orbital energy is -4.08 eV. The charge is +1. For the HOMO energy, the calculation gives -0.39260 hartree.

---

We find 2) to be the most stable, with the next structure 61.0 kJ/mol higher.

---

1) The following is a quantum chemistry calculation of a 2-piece molecular cluster, C5H7IO overall, from the OMol25 dataset.

Cartesian coordinates (Å):
C1 1.371 -2.298 0.524
C2 1.450 -1.128 -0.057
C3 -0.538 1.623 0.368
C4 -0.927 1.357 -1.172
C5 -1.015 0.310 -0.062
O1 -1.764 -0.753 0.304
I1 2.782 0.309 -0.644
H1 2.292 -2.897 0.780
H2 0.425 -2.678 0.837
H3 0.530 1.914 0.353
H4 -1.036 2.274 0.889
H5 -1.784 1.834 -1.519
H6 -0.078 1.278 -1.784
H7 -1.709 -1.144 1.183

The lowest unoccupied orbital energy (spin up / spin down) is 0.57 / -0.14 eV. For the HOMO energy (spin up / spin down), the calculation gives -0.28696 / -0.25679 hartree.

---

2) The following is a quantum chemistry calculation of one molecule with the formula C5H7IO, from the OMol25 dataset.

Cartesian coordinates (Å):
C1 -0.408 2.705 -0.069
C2 0.782 -2.808 -0.455
C3 -0.456 1.543 -0.660
C4 0.229 -1.773 0.204
C5 -0.910 0.345 0.134
O1 -0.003 -0.580 -0.380
I1 -2.931 -0.234 -0.029
H1 0.212 3.469 -0.445
H2 -0.643 2.784 0.932
H3 0.921 -3.709 0.088
H4 1.190 -2.657 -1.534
H5 -0.265 1.268 -1.723
H6 0.022 -1.977 1.316
H7 -0.786 0.479 1.287

Its SMILES is C=CO[C@H](I)C=C. The lowest unoccupied orbital energy is 0.50 eV. For the HOMO energy, the calculation gives -0.33601 hartree.

---

We find 2) to be the most stable, with the next structure 409.2 kJ/mol higher.

---

1) The following is a quantum chemistry calculation of a 3-piece molecular cluster, C4H9NOS overall, from the OMol25 dataset.

Cartesian coordinates (Å):
O1 2.669 -0.837 -0.651
C1 1.946 0.206 -0.738
C2 0.659 0.528 -1.201
C3 0.527 -1.757 0.919
C4 -0.855 -1.738 1.102
S1 -2.728 1.624 1.255
N1 0.151 1.816 -0.866
H1 2.462 1.153 -0.467
H2 -0.047 -0.168 -1.668
H3 1.242 -1.323 1.617
H4 0.950 -2.402 0.138
H5 -1.376 -2.541 0.596
H6 -1.355 -0.870 1.421
H7 -3.601 2.075 0.309
H8 -0.093 2.401 -1.655
H9 -0.549 1.833 -0.111

The lowest unoccupied orbital energy is -4.36 eV. For the HOMO energy, the calculation gives -0.30060 hartree.

---

2) The following is a quantum chemistry calculation of a 2-piece molecular cluster, C4H9NOS overall, from the OMol25 dataset.

Cartesian coordinates (Å):
C1 -1.782 -0.179 -1.079
C2 -0.542 -1.135 0.944
C3 3.397 -0.132 -0.088
C4 -1.017 0.063 0.183
N1 -0.733 1.188 0.687
O1 -1.178 2.325 0.007
S1 2.040 0.681 -0.368
H1 -2.347 0.709 -1.351
H2 -1.082 -0.403 -1.883
H3 -2.454 -1.027 -0.962
H4 -1.394 -1.680 1.347
H5 0.100 -0.825 1.762
H6 0.005 -1.803 0.282
H7 4.090 0.174 0.684
H8 3.665 -1.009 -0.661
H9 -0.769 3.053 0.496

Its SMILES is CC(C)=NO.C=S. The lowest unoccupied orbital energy is -0.17 eV. For the HOMO energy, the calculation gives -0.32165 hartree.

---

3) The following is a quantum chemistry calculation of one molecule with the formula C4H9NOS, from the OMol25 dataset.

Cartesian coordinates (Å):
C1 0.587 0.600 0.153
C2 1.746 -0.355 -0.148
C3 -1.863 0.253 -0.171
C4 -3.047 -0.613 -0.185
N1 -0.674 -0.130 -0.027
O1 4.331 -0.779 0.184
S1 3.477 0.383 -0.048
H1 0.622 1.065 1.179
H2 0.616 1.487 -0.715
H3 1.885 -1.028 0.629
H4 1.595 -0.866 -1.184
H5 -2.066 1.421 -0.239
H6 -3.440 -0.660 0.822
H7 -2.976 -1.627 -0.629
H8 -3.836 -0.072 -0.790
H9 3.042 0.920 1.169

The lowest unoccupied orbital energy is 0.78 eV. For the HOMO energy, the calculation gives -0.33967 hartree.

---

4) The following is a quantum chemistry calculation of one molecule with the formula C4H9NOS, from the OMol25 dataset.

Cartesian coordinates (Å):
C1 0.165 0.849 0.499
C2 0.121 2.263 -0.004
C3 1.462 0.138 0.293
C4 -0.733 -2.405 -0.625
N1 -1.127 -1.531 0.522
O1 -2.346 0.553 1.172
S1 -1.267 0.009 0.371
H1 -0.869 2.655 -0.422
H2 1.003 2.372 -0.716
H3 0.272 3.054 0.817
H4 1.981 0.535 -0.483
H5 1.303 -1.021 0.163
H6 2.073 0.334 1.160
H7 -1.272 -2.028 -1.472
H8 0.321 -2.405 -0.938
H9 -1.088 -3.374 -0.337

Its SMILES is CN=S(=O)=C(C)C. The lowest unoccupied orbital energy (spin up / spin down) is -1.17 / -1.09 eV. For the HOMO energy (spin up / spin down), the calculation gives -0.31616 / -0.31474 hartree.

---

We find 2) to be the most stable, with the next structure 24.7 kJ/mol higher.

---

1) The following is a quantum chemistry calculation of one molecule with the formula C4H9NOS, from the OMol25 dataset.

Cartesian coordinates (Å):
O1 0.754 -0.708 1.455
C1 1.269 -0.149 0.521
N1 0.588 0.066 -0.679
C2 -0.780 -0.424 -0.813
C3 -1.790 0.095 0.205
S1 -3.552 0.079 -0.470
C4 2.798 0.107 0.278
H1 0.753 1.008 -1.021
H2 -0.801 -1.501 -0.621
H3 -1.015 -0.224 -1.858
H4 -1.860 -0.578 1.045
H5 -1.618 1.119 0.531
H6 -4.075 0.530 0.679
H7 3.216 0.388 1.244
H8 2.890 0.986 -0.352
H9 3.224 -0.794 -0.144

Its SMILES is CC(=O)NCCS. The lowest unoccupied orbital energy is 0.76 eV. For the HOMO energy, the calculation gives -0.33236 hartree.

---

2) The following is a quantum chemistry calculation of a 2-piece molecular cluster, C4H9NOS overall, from the OMol25 dataset.

Cartesian coordinates (Å):
C1 1.163 -0.618 -0.148
C2 0.380 -1.709 -0.807
C3 -0.244 -0.882 0.220
C4 -0.981 -1.236 1.483
N1 0.281 3.111 -0.436
O1 -1.446 0.931 -0.532
S1 -0.552 1.856 -1.337
H1 1.846 -0.980 0.619
H2 1.560 0.209 -0.677
H3 0.031 -1.512 -1.801
H4 0.578 -2.794 -0.685
H5 -1.893 -1.841 1.300
H6 -1.249 -0.206 1.765
H7 -0.171 -1.579 2.250
H8 -0.436 3.833 -0.317
H9 1.134 3.415 -0.897

The lowest unoccupied orbital energy (spin up / spin down) is -0.36 / 0.57 eV. For the HOMO energy (spin up / spin down), the calculation gives -0.26281 / -0.29212 hartree.

---

We find 1) to be the most stable, with the next structure 440.4 kJ/mol higher.